C4H8IP | ωB97M-V/def2-TZVPD

Geometry as XYZ:
```
14
Properties=species:S:1:pos:R:3:nbo_charge:R:1
C 1.4826 1.2534 -0.3463 -0.169
C 1.7239 1.6195 0.9062 -0.407
C 1.0528 -0.1433 -0.9042 -0.653
C -1.8439 -1.8125 0.4878 -0.899
P -2.5250 -0.3953 0.9988 0.602
I -4.4483 0.2008 -0.5236 -0.179
H 1.5164 1.9704 -1.1676 0.192
H 1.7046 0.8884 1.7646 0.185
H 0.0141 -0.2679 -1.1231 0.218
H 1.4680 -0.2178 -1.8952 0.217
H 1.2261 -1.0607 -0.1875 0.213
H -2.0047 -2.1608 -0.5383 0.240
H -1.4756 -2.4176 1.2580 0.237
H 2.1091 2.5435 1.2704 0.203
```

## Properties
* energy relative to the best compared isomer or geometry (same formula, charge and spin): 106.63 kJ/mol
* orbital gap: 8.49 eV
* largest force on an atom: 0.0555 Eh/bohr
* SMILES: C=CC.C=PI
* HOMO energy: -9.262 eV

=====

C4H15N2O | ωB97M-V/def2-TZVPD

Geometry as XYZ:
```
22
Properties=species:S:1:pos:R:3:nbo_charge:R:1
C 0.4329 -1.3179 0.4781 -0.233
C 0.8150 -0.7036 -0.8339 -0.441
C 0.1384 0.6040 -1.0889 -0.413
C -1.3372 0.4443 -1.4959 -0.236
N -1.7713 -0.8909 -1.6783 -0.853
N 0.2811 -0.4872 1.7411 -0.681
H -0.6270 -1.7456 0.2472 0.226
H 1.0863 -2.1529 0.6595 0.237
H 0.5233 -1.4400 -1.6324 0.278
H 1.8826 -0.6470 -0.9383 0.221
H 0.1279 1.2274 -0.1426 0.172
H 0.5870 1.1230 -1.8609 0.234
H -1.4370 1.0262 -2.4227 0.212
H -2.0041 1.0245 -0.8335 0.170
H -2.5322 -0.8016 -2.4299 0.389
H -2.2941 -1.2733 -0.8693 0.355
H -0.4368 0.2334 1.6329 0.442
H 1.2657 0.0132 2.0291 0.479
H 0.1166 -0.9515 2.5439 0.423
H 1.3762 2.7615 2.9063 0.529
H 2.2642 2.0407 1.6420 0.508
O 1.5423 1.9132 2.3467 -1.018
```

## Properties
* energy relative to the best compared isomer or geometry (same formula, charge and spin): 218.88 kJ/mol
* orbital gap: 9.57 eV
* largest force on an atom: 0.1233 Eh/bohr
* total charge: +1
* HOMO energy: -12.948 eV

=====

C45H65N5O13 | ωB97M-V/def2-TZVPD

Geometry as XYZ:
```
128
Properties=species:S:1:pos:R:3:mulliken_charge:R:1
O 5.6555 2.4476 -2.1750 -0.673
C 5.3178 1.3258 -1.8208 0.215
O 6.1982 0.5264 -1.2284 -0.416
C 5.7291 -0.8022 -0.9725 -0.277
C 4.4501 -0.9973 -1.7707 0.019
C 4.0799 0.4854 -2.0769 1.168
H 5.6673 -0.9550 0.1049 0.133
H 6.3919 -1.5671 -1.3770 0.379
H 3.7261 -1.5600 -1.1813 -0.157
H 4.7097 -1.5994 -2.6415 0.280
H 3.2316 0.8980 -1.5308 -0.604
H 3.9715 0.5827 -3.1572 0.047
O 2.4167 1.0935 -6.6647 -0.656
C 1.9891 0.7071 -5.5731 0.455
O 1.5859 1.5516 -4.6271 -0.353
C 0.7046 0.9183 -3.7003 0.510
C 1.3138 -0.4570 -3.6697 1.473
C 1.8949 -0.7576 -5.0101 -0.541
H -0.3393 1.0338 -3.9917 -0.044
H 0.9072 1.4427 -2.7665 -0.318
H 0.5689 -1.2442 -3.5526 -0.194
H 2.0398 -0.4583 -2.8566 -0.931
H 1.1576 -1.2045 -5.6769 0.217
H 2.8943 -1.1898 -5.0618 0.338
O 3.9257 1.5687 1.0614 -0.709
C 4.6049 1.2958 2.0610 0.021
O 4.1242 0.6732 3.1113 -0.153
C 5.1064 0.3989 4.0695 -0.498
C 6.2555 1.3747 3.8700 -0.591
C 6.1070 1.5546 2.3554 -0.398
H 5.5221 -0.5422 3.7094 0.314
H 4.6234 0.3180 5.0433 0.317
H 7.1380 0.7452 3.9841 0.299
H 6.2629 2.2307 4.5447 0.321
H 6.5441 0.7467 1.7686 0.205
H 6.4651 2.4745 1.8931 0.464
O -4.6079 -0.3498 -2.3257 -0.584
C -5.1160 -0.0317 -1.2443 0.404
O -6.3799 0.3147 -1.2317 -0.399
C -6.7530 0.8032 0.0439 -0.704
C -5.4334 1.1223 0.6875 -0.362
C -4.5146 0.0668 0.1313 1.018
H -7.3043 -0.0055 0.5238 0.299
H -7.2652 1.7644 0.0022 0.367
H -5.5115 1.0559 1.7726 0.532
H -5.1200 2.1389 0.4499 0.010
H -4.6303 -0.8729 0.6714 0.124
H -3.4545 0.2746 -0.0142 -0.581
O -4.3778 4.1508 4.4178 -0.563
C -3.3525 3.6775 4.0508 0.421
O -2.2383 3.5104 4.8641 -0.411
C -1.0608 3.0994 4.1722 -0.393
C -1.6412 2.5686 2.8228 1.258
C -3.0752 3.1010 2.6636 0.667
H -0.5218 2.2322 4.5538 0.351
H -0.4355 3.9682 3.9667 0.216
H -1.5302 1.4906 2.9396 -0.420
H -0.9644 2.7830 1.9958 -0.633
H -3.7370 2.2601 2.4560 -0.604
H -3.1354 3.8117 1.8394 0.197
O -0.5456 -3.5246 -4.8565 -0.648
C -1.3987 -3.5052 -4.0143 0.569
O -1.1449 -3.9942 -2.8014 -0.396
C -2.3348 -3.9235 -1.9690 0.501
C -3.4903 -3.7254 -2.9547 -0.630
C -2.8357 -3.0303 -4.1643 -0.341
H -2.3067 -3.1656 -1.1861 -0.278
H -2.5682 -4.8444 -1.4345 0.233
H -4.3493 -3.1772 -2.5677 0.281
H -3.8043 -4.7367 -3.2132 0.346
H -2.9934 -1.9529 -4.2136 0.085
H -3.2634 -3.4550 -5.0726 0.356
C 0.9726 -0.8300 4.0774 -0.360
O 0.8454 0.0379 5.2226 -0.546
H 0.8323 -0.4070 3.0826 0.050
H 1.9352 -1.3390 4.0301 0.297
H 0.3615 -1.7300 4.0101 0.257
H 1.6000 0.6298 5.1788 0.303
N -2.6472 -4.2772 1.9739 0.127
C -1.7746 -3.3716 1.4607 -1.321
C -1.9311 -2.1773 2.0024 1.126
C -2.8639 -2.3493 3.0341 -1.352
C -3.3981 -3.5961 2.9061 -0.681
H -2.7723 -5.2123 1.6133 0.241
H -1.0264 -3.6581 0.7365 0.515
H -1.2682 -1.3678 1.7349 0.446
H -3.1325 -1.5758 3.7383 0.475
H -4.1457 -4.0877 3.5110 0.457
N 1.4643 0.4261 0.3165 1.462
C 0.2121 0.9678 -0.1144 -0.297
C -0.5447 -0.0270 -0.7007 -0.545
C 0.2122 -1.1959 -0.4724 0.008
C 1.4372 -0.9295 0.1338 -1.419
H 2.2139 0.9180 0.7815 0.159
H -0.0062 2.0185 0.0078 -0.797
H -1.4091 0.1453 -1.3247 0.509
H -0.1335 -2.1907 -0.7119 0.037
H 2.2422 -1.5539 0.4925 0.900
N 3.0668 -5.3577 0.4189 0.093
C 3.0252 -6.5701 1.0323 -0.505
C 1.7633 -6.8782 1.4290 -1.033
C 0.9997 -5.7660 1.0765 0.294
C 1.8593 -4.8622 0.4981 -0.461
H 3.8647 -4.8993 0.0027 0.178
H 3.9671 -7.0848 1.1527 0.390
H 1.4936 -7.7813 1.9562 0.419
H -0.0555 -5.7441 1.3055 0.355
H 1.6287 -3.8784 0.1167 0.217
N 0.0716 5.5884 -0.8206 0.096
C 0.7169 4.4215 -1.1041 -1.065
C 1.3184 3.9911 0.0656 0.021
C 1.0603 4.9947 1.0469 -0.854
C 0.4272 6.0181 0.4621 -0.740
H -0.4870 6.1329 -1.4622 0.250
H 0.6045 3.9591 -2.0736 0.730
H 1.8991 3.0905 0.2004 0.724
H 1.4161 5.0296 2.0660 0.495
H 0.1761 6.9673 0.9120 0.430
N -3.8375 2.6871 -3.0936 0.219
C -2.7216 2.4851 -2.3280 -1.217
C -2.8213 3.3327 -1.1745 1.083
C -3.9026 4.1759 -1.4951 -1.493
C -4.5173 3.7337 -2.6141 -0.374
H -4.0710 2.0350 -3.8287 0.259
H -2.0830 1.6592 -2.6045 0.179
H -2.0858 3.3960 -0.3862 0.455
H -4.2985 4.8738 -0.7722 0.446
H -5.4983 4.0241 -2.9600 0.406
```

## Properties
* energy relative to the best compared isomer or geometry (same formula, charge and spin): 343.45 kJ/mol
* orbital gap: 8.25 eV
* largest force on an atom: 0.0819 Eh/bohr
* SMILES: c1cc[nH]c1.c1cc[nH]c1.c1cc[nH]c1.c1cc[nH]c1.c1cc[nH]c1.O=C1CCCO1.O=C1CCCO1.O=C1CCCO1.O=C1CCCO1.O=C1CCCO1.O=C1CCCO1.CO
* HOMO energy: -8.352 eV